#i
ORCA calculation (ωB97M-V/def2-TZVPD) on a single C4H7NO molecule.

Geometry as XYZ:
```
13
Properties=species:S:1:pos:R:3:lowdin_charge:R:1
O 2.10159 0.22862 0.71445 -0.01
C 0.92158 -0.39694 0.29261 -0.38
C -0.45015 -0.58725 1.02302 -0.12
N -1.07476 -0.73320 -0.32285 0.01
C -1.17315 0.61281 -0.81194 -0.19
C 0.20483 0.10345 -0.91676 -0.12
H 2.04281 1.17054 0.52192 0.09
H 1.20608 -1.43493 0.10072 0.15
H -0.79827 0.30046 1.57129 0.11
H -0.55688 -1.47595 1.65166 0.11
H -1.49634 1.41807 -0.16034 0.10
H -1.65709 0.59737 -1.78909 0.12
H 0.72975 0.19696 -1.87468 0.13
```

## Properties
Orbital gap (eV): 10.29
E_HOMO (eV): -9.50
Structure (SMILES): O[C@H]1CN2C[C@@H]12

---

#ii
ORCA calculation (ωB97M-V/def2-TZVPD) on a single C4H7NO molecule.

Geometry as XYZ:
```
13
Properties=species:S:1:pos:R:3:lowdin_charge:R:1
C -0.23515 -0.61558 1.60124 -0.07
C 0.06251 -0.03953 0.24269 -0.29
C -0.39448 -0.80534 -0.93780 -0.22
N -1.01451 -0.32911 -1.94855 0.09
C 0.75211 1.09383 0.04564 -0.15
O 1.13380 1.58365 -1.15804 0.01
H -0.18590 0.15046 2.38084 0.08
H -1.24190 -1.04748 1.62195 0.08
H 0.46825 -1.41510 1.86534 0.08
H 0.93003 0.91182 -1.83062 0.09
H -0.17627 -1.87937 -0.95581 0.11
H -1.20344 0.66620 -1.78455 0.06
H 1.10495 1.72556 0.85765 0.13
```

## Properties
Orbital gap (eV): 9.84
E_HOMO (eV): -8.94
Structure (SMILES): [H]/N=C\C(C)=C/O

---

The structure with the least stability is #i.

---

#i
ORCA calculation (ωB97M-V/def2-TZVPD) on a single C4H7NO molecule.

Geometry as XYZ:
```
13
Properties=species:S:1:pos:R:3:lowdin_charge:R:1
C -1.28373 -1.16530 -0.11392 -0.07
C -0.32731 -0.01758 -0.23200 -0.40
C 1.71521 0.20437 0.02140 0.08
O 0.33685 0.19768 1.13538 -0.08
C -0.82867 1.22512 -0.69635 -0.26
N -1.12353 2.28178 -1.09474 0.13
H -0.75516 -2.10542 0.07865 0.07
H -2.01337 -1.01600 0.69810 0.08
H -1.83444 -1.27776 -1.05324 0.09
H 2.37572 0.55001 0.82623 0.07
H 1.73318 0.88154 -0.82845 0.07
H 1.91302 -0.82810 -0.24330 0.08
H 0.09224 1.06967 1.50225 0.13
```

## Properties
Orbital gap (eV): 7.93
E_HOMO (eV): -7.62

---

#ii
ORCA calculation (ωB97M-V/def2-TZVPD) on a single C4H7NO molecule.

Geometry as XYZ:
```
13
Properties=species:S:1:pos:R:3:lowdin_charge:R:1
O 0.76011 -1.02305 2.77908 0.05
C 0.02806 -0.43800 2.01611 -0.24
C -0.15738 -0.80580 0.56802 -0.19
N -0.51084 0.36798 -0.18163 -0.16
C 0.50326 1.14510 -0.85984 -0.12
C -0.40395 0.23061 -1.60981 -0.15
H -0.58141 0.43565 2.32738 0.13
H -1.02134 -1.48339 0.48722 0.14
H 0.72462 -1.34378 0.18633 0.13
H 1.53609 0.81107 -0.74098 0.11
H 0.37320 2.22564 -0.88289 0.10
H -1.33529 0.53497 -2.06505 0.10
H 0.08488 -0.65700 -2.02394 0.11
```

## Properties
Orbital gap (eV): 10.83
E_HOMO (eV): -9.75
Structure (SMILES): O=CCN1CC1

---

The structure with the least stability is #i.